{
  "formula": "C32H81BF4N2O20",
  "method": "wB97M-V/def2-TZVPD",
  "species": ["C", "C", "N", "C", "C", "N", "C", "C", "H", "H", "H", "H", "H", "H", "H", "H", "H", "H", "H", "B", "F", "F", "F", "F", "C", "C", "C", "O", "C", "H", "H", "H", "H", "H", "H", "H", "H", "C", "C", "C", "O", "C", "H", "H", "H", "H", "H", "H", "H", "H", "C", "C", "O", "O", "H", "H", "H", "H", "H", "H", "C", "C", "O", "O", "H", "H", "H", "H", "H", "H", "C", "C", "O", "O", "H", "H", "H", "H", "H", "H", "C", "C", "O", "O", "H", "H", "H", "H", "H", "H", "C", "C", "O", "O", "H", "H", "H", "H", "H", "H", "C", "C", "O", "O", "H", "H", "H", "H", "H", "H", "C", "C", "O", "O", "H", "H", "H", "H", "H", "H", "C", "C", "O", "O", "H", "H", "H", "H", "H", "H", "C", "C", "O", "O", "H", "H", "H", "H", "H", "H"],
  "coordinates": [[1.4319, 2.2629, -2.3817], [0.7942, 2.3338, -1.0202], [0.3729, 0.9976, -0.5621], [1.0650, 0.2076, 0.3150], [0.3943, -0.9646, 0.3809], [-0.6930, -0.8389, -0.4330], [-0.7162, 0.3700, -0.9622], [-1.7990, -1.7886, -0.5640], [1.9961, 3.1788, -2.5552], [0.6664, 2.1747, -3.1458], [2.1111, 1.4213, -2.3756], [-0.0740, 2.9887, -0.9345], [1.5061, 2.7187, -0.2907], [1.8461, 0.5173, 0.9853], [0.4907, -1.8685, 0.9578], [-1.4862, 0.6890, -1.6455], [-2.5296, -1.4533, -1.2940], [-2.3413, -1.8223, 0.3802], [-1.3654, -2.7296, -0.8851], [-1.7183, -0.0262, -4.4116], [-3.0827, 0.3756, -4.2932], [-1.4838, -0.4432, -5.7475], [-0.9151, 1.1149, -4.1045], [-1.4649, -1.1250, -3.5373], [5.5278, 3.8890, -0.6710], [5.2228, 3.8540, 0.8298], [4.3479, 2.5537, 0.9489], [4.4528, 1.8702, -0.3008], [5.5605, 2.4076, -1.0189], [6.4348, 4.4317, -0.9441], [4.7064, 4.3840, -1.2004], [4.6481, 4.7316, 1.1052], [6.1312, 3.6938, 1.4065], [3.3370, 2.8215, 1.2665], [4.7857, 1.9046, 1.7155], [5.4570, 2.1889, -2.0802], [6.5074, 1.9625, -0.6716], [-4.9328, -0.5571, -1.9854], [-4.8951, -0.2725, -0.4690], [-6.1323, 0.6514, -0.2476], [-6.5930, 0.9512, -1.5464], [-5.5575, 0.7364, -2.5025], [-5.5383, -1.4491, -2.1648], [-3.9344, -0.7713, -2.3667], [-3.9853, 0.3338, -0.3724], [-4.8966, -1.1302, 0.1976], [-5.7550, 1.5442, 0.2626], [-6.9507, 0.0963, 0.2032], [-4.8058, 1.5310, -2.4915], [-6.0457, 0.6675, -3.4658], [-0.4555, -3.1392, 4.1141], [-1.0067, -2.5872, 5.4309], [-1.8700, -1.5066, 5.1742], [0.0596, -2.0916, 3.2777], [-1.2904, -3.5400, 3.5338], [0.2593, -3.9596, 4.2385], [-0.1429, -2.2909, 6.0463], [-1.5639, -3.4001, 5.8937], [-1.3457, -0.9114, 4.6187], [0.7160, -1.5594, 3.7500], [4.3724, -3.2085, 2.7229], [4.0716, -2.9414, 1.2707], [2.8838, -3.6484, 0.8817], [3.7181, -2.2666, 3.6183], [5.4626, -3.1586, 2.8534], [4.0721, -4.2129, 3.0349], [4.9052, -3.3600, 0.6931], [3.8955, -1.8816, 1.0671], [2.6336, -3.3483, -0.0016], [3.6949, -2.6547, 4.4973], [2.2537, 1.0004, 4.2052], [0.7564, 1.2469, 4.0548], [-0.0165, 0.8574, 5.2096], [2.7289, 0.3406, 3.0140], [2.3423, 0.2668, 5.0116], [2.8352, 1.9061, 4.3777], [0.4359, 0.4961, 3.3173], [0.4191, 2.2004, 3.6338], [-0.0361, 1.5446, 5.8850], [3.0489, -0.5253, 3.3327], [-3.9245, -4.4431, -2.4522], [-2.9931, -4.3070, -3.6415], [-2.9824, -5.4262, -4.5157], [-5.3001, -4.6563, -2.7950], [-3.8522, -3.5730, -1.8090], [-3.6128, -5.3723, -1.9529], [-1.9916, -4.2864, -3.1864], [-3.0400, -3.3602, -4.1926], [-3.8717, -5.6724, -4.7868], [-5.3552, -5.4368, -3.3520], [-1.9024, 1.7110, 1.9124], [-3.3633, 2.0677, 2.0283], [-3.6277, 2.9113, 0.9239], [-1.0896, 2.8632, 1.9364], [-1.7380, 1.0569, 1.0474], [-1.6118, 1.1171, 2.7844], [-3.4948, 2.6414, 2.9474], [-3.9304, 1.1334, 2.0365], [-4.5514, 3.1770, 1.0189], [-1.5059, 3.5119, 1.3407], [-0.3445, -5.6920, 0.5086], [-0.3192, -6.8237, 1.5078], [-0.7540, -6.3824, 2.7931], [-1.6797, -5.2328, 0.2193], [0.0928, -6.0377, -0.4343], [0.1393, -4.8101, 0.9282], [0.7125, -7.1874, 1.6155], [-0.8237, -7.7144, 1.1039], [-1.6270, -6.7030, 3.0266], [-2.3690, -5.8690, 0.4262], [3.8602, -2.0384, -2.0477], [4.6030, -1.6652, -3.3356], [4.0580, -2.2917, -4.4411], [3.7518, -3.4588, -1.9785], [2.8830, -1.5286, -2.1202], [4.3523, -1.6711, -1.1511], [5.6524, -1.9462, -3.2169], [4.6598, -0.5718, -3.4120], [3.1266, -2.0239, -4.5160], [3.7211, -3.7521, -2.9077], [-2.9214, 3.9475, -3.0581], [-2.0237, 4.9123, -2.3105], [-2.2791, 4.9172, -0.8953], [-2.5864, 2.6465, -2.5229], [-2.6483, 3.9226, -4.1090], [-3.9558, 4.1281, -2.7584], [-2.1087, 5.9340, -2.7022], [-0.9783, 4.6191, -2.5154], [-2.6608, 4.0219, -0.7768], [-2.1979, 2.0951, -3.2264], [2.3468, 6.0585, 0.4672], [1.0254, 5.8180, -0.2299], [0.4998, 7.0440, -0.8404], [2.1773, 6.6924, 1.7284], [3.0438, 6.6260, -0.1453], [2.7354, 5.0375, 0.6132], [0.2695, 5.3467, 0.4077], [1.1635, 5.1671, -1.1062], [0.8898, 7.7855, -0.3668], [2.3128, 6.0411, 2.4171]],
  "forces_ev_per_angstrom": [[-0.3, 0.5, 0.0], [-0.2, 0.2, 0.8], [0.3, 1.4, 0.1], [0.0, -0.5, 0.5], [-0.4, -0.6, 0.1], [-1.2, -0.1, -0.3], [0.0, -0.5, -0.7], [0.1, 0.0, 0.1], [0.1, 0.0, -0.1], [0.2, -0.2, -0.2], [0.2, -0.2, -0.3], [-0.1, 0.0, -0.4], [0.1, -0.3, 0.2], [0.4, 0.3, -0.4], [0.4, 0.1, 0.2], [0.2, 0.4, 0.0], [0.5, 0.1, -0.2], [0.3, -0.4, 0.1], [-0.3, -0.3, 0.2], [-0.8, -0.7, -1.6], [0.8, -0.1, 0.2], [0.1, 0.4, 1.0], [-0.1, -0.5, 0.2], [0.1, 0.8, 0.0], [0.0, 0.1, -0.2], [-0.5, -0.9, -0.6], [1.4, 0.5, 0.4], [-0.6, 0.0, -0.1], [0.1, 0.4, 0.3], [0.1, -0.1, 0.2], [0.0, -0.2, 0.0], [0.4, 0.1, 0.5], [0.0, 0.5, 0.1], [-0.3, -0.5, -0.5], [-0.3, 0.1, 0.1], [-0.2, -0.1, 0.0], [-0.2, 0.0, 0.0], [0.1, -0.7, 0.5], [0.0, 0.8, -0.6], [1.0, -1.0, -0.9], [-0.5, 0.9, -0.3], [0.0, -0.8, 0.6], [-0.2, 0.2, -0.3], [-0.2, 0.2, -0.3], [0.0, -0.1, 0.7], [0.2, -0.1, -0.1], [-0.7, 0.0, 0.3], [0.0, 0.4, 0.7], [-0.1, 0.1, -0.1], [0.1, 0.0, -0.2], [-0.5, 0.2, -0.4], [0.6, -0.4, -0.9], [0.1, -0.1, 0.1], [0.1, 0.1, 0.2], [0.1, 0.0, 0.0], [0.1, 0.2, 0.2], [-0.3, 0.0, 0.3], [0.0, 0.2, 0.3], [-0.3, 0.2, 0.2], [0.0, -0.4, 0.0], [0.2, 0.2, 0.7], [-0.9, -0.8, -0.3], [-0.1, 0.3, 0.4], [0.1, -0.1, -0.5], [-0.2, 0.2, 0.1], [-0.1, 0.0, -0.5], [0.0, 0.4, -0.1], [0.5, 0.1, 0.2], [0.2, -0.3, 0.0], [0.0, 0.0, 0.0], [-0.4, -0.5, -0.5], [-0.9, -0.8, -0.3], [0.4, 0.3, -0.1], [0.2, 0.0, 0.6], [0.2, 0.5, 0.4], [0.1, -0.1, 0.2], [0.1, 0.3, 0.0], [0.4, 0.1, 0.4], [0.1, 0.0, -0.2], [0.2, 0.1, -0.6], [-0.3, -1.4, -0.8], [0.9, 0.5, 0.3], [-0.1, -0.3, 0.2], [0.0, 0.7, 0.0], [-0.1, 0.0, 0.1], [0.3, 0.5, 0.4], [-0.1, -0.1, -0.2], [-0.6, -0.1, 0.0], [0.0, 0.3, -0.1], [0.0, -0.1, 0.1], [0.0, -0.5, 0.8], [1.0, 0.0, 0.1], [-0.8, -0.1, -0.1], [0.0, 0.3, -0.6], [0.0, 0.4, -0.2], [-0.1, 0.0, 0.0], [-0.2, -0.2, 0.2], [-0.3, 0.2, -0.1], [0.2, 0.3, -0.4], [0.2, -0.1, 0.2], [-1.2, -0.2, -0.1], [0.6, -0.2, 0.1], [0.1, -0.2, -0.1], [0.1, 0.4, -0.1], [0.3, 0.2, 0.2], [0.4, -0.2, -0.2], [0.0, 0.4, 0.1], [-0.5, 0.3, 0.3], [0.0, -0.1, -0.2], [0.3, -0.3, 0.0], [-0.2, 0.0, -1.0], [1.1, 1.0, 1.8], [-0.7, -0.4, -0.6], [-0.2, 0.4, -0.1], [-0.2, -0.4, 0.3], [0.2, 0.0, 0.0], [-0.1, -0.5, -0.3], [-0.4, 0.1, -0.2], [0.3, 0.0, -0.2], [-0.1, 0.0, 0.4], [1.1, -0.9, 1.3], [0.6, 0.8, -0.3], [-0.3, -1.1, -0.9], [-0.1, -0.2, 0.0], [-0.7, 0.5, -0.3], [-0.2, 0.2, -0.8], [-0.2, -0.1, 0.3], [-0.2, 0.0, 0.2], [0.2, 0.5, 0.5], [-0.2, 0.3, 0.1], [-0.6, -1.4, 0.4], [-0.4, 1.4, -1.6], [0.4, -0.8, 0.7], [0.2, 0.3, -0.2], [0.0, 0.1, -0.1], [0.3, 0.3, 0.0], [0.2, 0.2, 0.2], [0.2, -0.1, 0.3], [-0.2, 0.0, 0.1], [-0.1, 0.0, 0.1]],
  "homo_energy_ha": -0.3360,
  "energy_ev": -89974.8765,
  "gap_ev": 9.12
}